The following is a DFT calculation (ωB97M-V/def2-TZVPD) of an isolated molecule of C3H6OS in a non-equilibrium geometry.

Output
SMILES ... C1CSCO1
Gap between HOMO and LUMO ... 9.6916 eV
LUMO ... 0.896 eV

Geometry as ORCA input:
```
! wB97M-V def2-TZVPD RIJCOSX def2/J DEFGRID3
* xyz 0 1
C 0.93130 0.39792 0.20108
C -0.41489 1.24770 -0.34504
S -1.67035 -0.15063 -0.06833
C -0.51167 -1.43026 -0.01351
O 0.85472 -0.91574 -0.48322
H 0.80108 0.23946 1.29359
H 2.09034 0.80920 0.03843
H -0.55226 2.23208 0.42902
H -0.55426 1.48824 -1.33990
H -0.50474 -2.15155 -0.80017
H -0.46926 -1.76642 1.08805
*
```

The following is a DFT calculation (ωB97M-V/def2-TZVPD) of a structure of composition C33H44AuN4OS.

Output
Gap between HOMO and LUMO ... 6.8865 eV
LUMO ... -3.991 eV

Geometry as ORCA input:
```
! wB97M-V def2-TZVPD RIJCOSX def2/J DEFGRID3
* xyz 1 1
Au 0.74865 0.24970 0.01510
C 0.53347 0.60307 -3.35733
C -0.61799 1.55357 -3.69103
C -0.08029 2.89127 -4.20918
C -1.70491 1.77698 -2.64321
C -3.00666 1.86814 -3.13358
C -4.08289 2.04627 -2.28819
C -3.86978 2.15707 -0.92492
C -2.59282 2.11092 -0.37193
C -2.51672 2.38628 1.13454
C -2.05890 1.22524 2.02460
C -1.74527 3.66230 1.49108
C -1.51742 1.91178 -1.26085
N -0.18104 1.88968 -0.75842
C 0.59275 2.93754 -0.70111
C 1.92601 2.77632 -0.32213
C 3.01565 3.63431 -0.42788
C 4.13458 2.83890 -0.36927
C 3.73823 1.48714 -0.23806
N 2.38881 1.45137 -0.13636
C 4.76310 0.37586 -0.37847
C 4.26659 -1.02798 -0.09579
C 5.95101 0.65857 0.55196
C 5.24101 0.42299 -1.84347
H 0.97203 0.24277 -4.28911
H 0.18566 -0.27689 -2.80824
H 1.33250 1.09343 -2.79854
H -1.14576 1.07728 -4.52094
H 0.52837 3.38625 -3.44696
H -0.89018 3.56505 -4.48813
H 0.55236 2.73599 -5.08468
H -3.16748 1.77840 -4.20164
H -5.08654 2.11107 -2.68815
H -4.71604 2.31795 -0.26861
H -3.55723 2.57584 1.40437
H -1.01058 0.97007 1.86139
H -2.66254 0.33051 1.86291
H -2.15547 1.51986 3.07235
H -0.67134 3.54428 1.35898
H -1.91176 3.90735 2.54033
H -2.07930 4.51250 0.89322
H 0.19113 3.90895 -0.97293
H 2.97240 4.69857 -0.59711
H 5.15485 3.17003 -0.46994
H 3.98174 -1.14335 0.94462
H 5.08250 -1.72916 -0.27912
H 3.43701 -1.31906 -0.74117
H 5.63115 0.70039 1.59475
H 6.44584 1.59860 0.30990
H 6.68744 -0.13959 0.45125
H 4.42291 0.18448 -2.52654
H 6.03474 -0.31101 -1.99218
H 5.63062 1.40589 -2.10799
C 2.38091 -3.92506 3.68675
C 1.37475 -2.81337 3.94045
N 0.21140 -2.90111 3.05009
C -0.88558 -3.76344 3.51778
C -1.96335 -2.96665 4.23305
C 0.11655 -2.26994 1.88819
S 1.55856 -1.44747 1.34410
N -1.02977 -2.44339 1.22554
C -1.47067 -1.74639 0.21628
O -0.99874 -0.64470 -0.25701
C -2.72625 -2.17778 -0.44360
C -3.21478 -1.46738 -1.54053
C -4.39255 -1.86587 -2.14933
C -5.08637 -2.96792 -1.66736
C -4.60570 -3.67254 -0.57129
C -3.42888 -3.27916 0.04179
H 3.20239 -3.85036 4.39905
H 2.79347 -3.85628 2.67996
H 1.92176 -4.90731 3.80295
H 1.83425 -1.83464 3.82336
H 0.98695 -2.86413 4.95833
H -0.43349 -4.49544 4.18605
H -1.29205 -4.29402 2.66071
H -1.55077 -2.42048 5.08268
H -2.73482 -3.63859 4.60898
H -2.42749 -2.25309 3.55085
H -2.67810 -0.60189 -1.90531
H -4.77132 -1.31449 -2.99997
H -6.00675 -3.27764 -2.14539
H -5.15091 -4.52748 -0.19434
H -3.04690 -3.81577 0.89903
*
```